Entry from OMol25: a cluster of 4 separate species, C64H62BrN4O11S in total at a distorted geometry (ωB97M-V with the def2-TZVPD basis set).

Results
HOMO-LUMO gap, eV: 7.01
Lowest unoccupied orbital energy, hartree: -0.1415
F_max, eV/Å: 1.28
Energy, Ha: -6494.64379
Highest occupied orbital energy, hartree: -0.399
Total charge: +1

Last column: Mulliken charge in e.
Atoms and positions in Å:
C  0.6686  4.1271  1.5700  -1.740
C  -0.3925  3.8983  0.4770  0.778
O  -0.9368  5.1874  0.1150  -0.625
C  0.1461  3.2469  -0.8195  -2.366
C  -0.3708  1.8322  -1.2461  3.012
C  -1.6999  2.0571  -2.0036  -1.958
C  -2.8563  2.8035  -1.3329  -1.023
C  -3.5953  2.0656  -0.2264  -0.492
O  -4.2169  0.8802  -0.7212  -0.446
C  0.6471  1.3554  -2.3272  -0.588
C  0.1958  0.2956  -3.3090  0.269
C  0.2603  -1.0643  -3.0401  0.120
C  -0.1796  -1.9558  -3.9950  -0.935
C  -0.6545  -1.4564  -5.1905  -0.535
N  -0.6823  -0.1629  -5.4856  -0.636
C  -0.2683  0.6825  -4.5544  -0.478
N  1.9321  0.9805  -1.7101  -0.075
C  1.9482  0.2146  -0.6012  0.006
N  2.9101  -0.6811  -0.4553  0.062
C  3.1027  -1.6429  0.6293  -0.995
C  4.2753  -1.3150  1.5585  -0.583
C  5.5050  -0.8020  0.8099  -0.720
S  6.0008  -2.0040  -0.4570  -0.247
N  0.9564  0.3336  0.3288  0.086
Br  1.5454  0.8888  2.0066  0.044
C  -0.4027  0.8152  -0.0798  -0.506
C  -1.2842  -0.4392  -0.2707  -1.464
O  -2.1728  -0.4790  0.8209  -0.458
C  -3.1500  -1.4921  0.7385  -0.963
O  -2.7021  -2.6537  1.3702  -0.167
C  -2.4840  -3.7975  0.5475  -0.591
C  -1.1321  -4.4358  0.8845  -0.411
O  -1.3521  -5.7710  1.2889  -0.497
H  1.6723  3.8720  1.2351  0.235
H  0.6171  5.1584  1.9165  0.617
H  0.4079  3.5191  2.4388  0.231
H  -1.2670  3.3872  0.8801  0.033
H  -0.2408  5.6965  -0.3165  0.425
H  1.2394  3.2715  -0.8119  0.511
H  -0.1770  3.9023  -1.6309  0.620
H  -2.1070  1.1332  -2.4191  0.332
H  -1.4204  2.6619  -2.8736  0.824
H  -2.5825  3.8065  -0.9985  0.311
H  -3.6016  2.9529  -2.1226  0.508
H  -2.9713  1.7947  0.6239  0.108
H  -4.3655  2.7430  0.1587  0.504
H  -5.0794  1.1200  -1.0721  0.347
H  0.8479  2.2564  -2.9138  0.659
H  0.6258  -1.4473  -2.0933  0.250
H  -0.1508  -3.0229  -3.8183  0.540
H  -1.0178  -2.1383  -5.9518  0.412
H  -0.3152  1.7395  -4.8017  0.441
H  2.5811  0.6313  -2.4080  0.549
H  3.6173  -0.7419  -1.1802  0.359
H  2.1679  -1.8115  1.1597  0.368
H  3.3477  -2.5796  0.1216  0.530
H  4.5206  -2.2130  2.1282  0.436
H  4.0007  -0.5389  2.2728  0.160
H  6.3189  -0.6203  1.5109  0.458
H  5.2837  0.1622  0.3466  0.321
H  7.0122  -1.3145  -0.9945  0.164
H  -0.8236  1.2766  0.8123  1.313
H  -1.7962  -0.4740  -1.2351  0.570
H  -0.6396  -1.3294  -0.2192  0.412
H  -4.0243  -1.1068  1.2625  0.390
H  -3.4294  -1.6814  -0.3032  0.527
H  -3.2593  -4.5366  0.7623  0.503
H  -2.4983  -3.5136  -0.5079  0.373
H  -0.4657  -4.3854  0.0129  0.343
H  -0.6671  -3.8335  1.6762  0.159
H  -0.5297  -6.2670  1.2436  0.307
C  5.5038  9.2228  5.5322  -0.494
C  5.3018  9.8946  6.7328  -0.474
C  4.1315  9.7049  7.4478  -0.548
C  3.1526  8.8486  6.9602  0.192
C  3.3469  8.1874  5.7455  0.064
C  4.5295  8.3718  5.0392  -0.504
C  2.2981  7.2938  5.1804  0.524
O  2.4701  6.7076  4.1299  -0.689
C  1.0274  7.1425  5.9449  0.079
C  0.0109  6.3575  5.4157  -0.400
C  -1.1721  6.1919  6.1150  -0.642
C  -1.3430  6.8043  7.3521  -0.427
C  -0.3357  7.5921  7.8825  -0.725
C  0.8485  7.7703  7.1784  0.464
C  1.9082  8.6476  7.7570  0.538
O  1.7595  9.1791  8.8345  -0.647
H  6.4225  9.3681  4.9795  0.399
H  6.0606  10.5666  7.1110  0.405
H  3.9640  10.2169  8.3853  0.480
H  4.6726  7.8475  4.1046  0.464
H  0.1571  5.8849  4.4543  0.642
H  -1.9653  5.5848  5.6985  0.412
H  -2.2661  6.6695  7.9000  0.392
H  -0.4566  8.0781  8.8407  0.497
C  -3.5537  -2.4854  5.2427  -0.823
C  -2.8954  -3.2307  4.2694  -0.025
C  -3.1751  -4.5796  4.1239  -0.754
C  -4.1092  -5.1867  4.9548  0.034
C  -4.7566  -4.4410  5.9418  0.295
C  -4.4813  -3.0862  6.0766  -0.632
C  -5.7344  -5.0758  6.8727  0.596
O  -6.3004  -4.4240  7.7235  -0.659
C  -5.9857  -6.5375  6.7232  0.143
C  -6.8537  -7.1650  7.6080  -0.566
C  -7.1109  -8.5192  7.4797  -0.480
C  -6.5082  -9.2516  6.4627  -0.502
C  -5.6394  -8.6324  5.5804  -0.519
C  -5.3689  -7.2758  5.7109  0.129
C  -4.4087  -6.6368  4.7665  0.495
O  -3.8852  -7.2716  3.8762  -0.670
H  -3.3397  -1.4296  5.3512  0.412
H  -2.1667  -2.7537  3.6330  0.497
H  -2.6765  -5.1779  3.3708  0.762
H  -4.9968  -2.5179  6.8386  0.491
H  -7.3187  -6.5834  8.3919  0.476
H  -7.7839  -9.0073  8.1721  0.404
H  -6.7158  -10.3086  6.3614  0.400
H  -5.1616  -9.1911  4.7876  0.471
C  3.2872  -0.8674  -7.1702  -0.588
C  1.9086  -0.7979  -7.3485  -0.084
C  1.3300  -1.3338  -8.4858  -0.792
C  2.1265  -1.9349  -9.4528  0.077
C  3.5094  -1.9874  -9.2810  0.093
C  4.0867  -1.4589  -8.1324  -0.743
C  4.3939  -2.5915  -10.3221  0.696
O  5.5941  -2.6411  -10.1623  -0.655
C  3.7498  -3.1209  -11.5561  0.167
C  4.5525  -3.6424  -12.5630  -0.580
C  3.9738  -4.1511  -13.7133  -0.478
C  2.5911  -4.1482  -13.8606  -0.491
C  1.7859  -3.6265  -12.8624  -0.566
C  2.3612  -3.1046  -11.7105  0.167
C  1.4769  -2.5232  -10.6627  0.550
O  0.2708  -2.5216  -10.7800  -0.649
H  3.7405  -0.4529  -6.2779  0.419
H  1.2717  -0.3346  -6.6062  0.659
H  0.2594  -1.2897  -8.6361  0.554
H  5.1597  -1.5156  -8.0102  0.485
H  5.6261  -3.6424  -12.4353  0.473
H  4.6003  -4.5528  -14.4985  0.403
H  2.1421  -4.5517  -14.7583  0.405
H  0.7098  -3.6150  -12.9665  0.475